# 1
{
  "formula": "C46H52BBrClIO8S",
  "method": "wB97M-V/def2-TZVPD",
  "symbols": ["C", "C", "O", "O", "C", "C", "C", "C", "Br", "C", "O", "I", "C", "Cl", "C", "C", "B", "O", "O", "O", "S", "O", "O", "H", "H", "H", "H", "H", "H", "H", "H", "H", "H", "H", "H", "H", "H", "H", "H", "C", "C", "C", "C", "C", "C", "H", "H", "H", "H", "H", "H", "C", "C", "C", "C", "C", "C", "H", "H", "H", "H", "H", "H", "C", "C", "C", "C", "C", "C", "H", "H", "H", "H", "H", "H", "C", "C", "C", "C", "C", "C", "H", "H", "H", "H", "H", "H", "C", "C", "C", "C", "C", "C", "H", "H", "H", "H", "H", "H", "C", "C", "C", "C", "C", "C", "H", "H", "H", "H", "H", "H"],
  "coordinates": [[-1.08570, 0.56576, -10.25575], [-0.72833, -0.85005, -9.90514], [-1.10001, -1.77778, -10.55729], [-0.05142, -1.06704, -8.75153], [1.15688, -0.32651, -8.54558], [1.80717, -0.71968, -7.22550], [1.53609, 0.18314, -6.01947], [0.17919, 0.25785, -5.30591], [-1.20721, 1.01050, -6.41048], [-0.35571, -1.00873, -4.56935], [-1.58501, -0.64105, -4.00575], [-0.83406, -2.67033, -5.89378], [0.56175, -1.50067, -3.43697], [2.04376, -2.29754, -4.02996], [0.92521, -0.44827, -2.39227], [-0.12372, -0.15923, -1.31729], [-0.32363, -1.30143, -0.23367], [-0.04666, -2.64413, -0.46228], [-0.73771, -0.96170, 1.02958], [1.40573, 0.77417, -3.00235], [0.47028, 1.56040, -4.01099], [-0.74383, 1.95029, -3.37044], [1.31339, 2.56344, -4.57956], [-0.50889, 1.32080, -9.73348], [-0.93353, 0.68678, -11.32770], [-2.14693, 0.70688, -10.05790], [0.96004, 0.74738, -8.53899], [1.83621, -0.56046, -9.36721], [2.87867, -0.59097, -7.40727], [1.67990, -1.78047, -7.02430], [2.28293, -0.02656, -5.25582], [1.74530, 1.19978, -6.35033], [-1.81260, -1.25883, -3.30253], [0.02885, -2.29216, -2.91271], [1.80172, -0.84377, -1.88184], [-1.07900, 0.15138, -1.74409], [0.23943, 0.71793, -0.77428], [-0.80254, -3.11867, -0.82458], [-1.31483, -0.18667, 0.98765], [0.13234, 6.22199, 0.12440], [0.26291, 5.23152, -0.83931], [-0.85374, 4.53574, -1.28351], [-2.10525, 4.83945, -0.76444], [-2.23875, 5.83391, 0.19529], [-1.11970, 6.52416, 0.64140], [1.00613, 6.75816, 0.47351], [1.23851, 4.99619, -1.24665], [-0.74067, 3.75995, -2.02999], [-2.97797, 4.30120, -1.11236], [-3.21577, 6.07164, 0.59643], [-1.22297, 7.29566, 1.39357], [-4.09123, -1.16687, 1.81566], [-4.18773, -0.42450, 2.98447], [-5.39149, 0.17694, 3.32377], [-6.49756, 0.03017, 2.49831], [-6.40164, -0.71565, 1.33161], [-5.19720, -1.31318, 0.98881], [-3.15265, -1.64090, 1.55500], [-3.32601, -0.32001, 3.63207], [-5.46813, 0.75826, 4.23318], [-7.43671, 0.49655, 2.76552], [-7.26564, -0.83120, 0.69041], [-5.12212, -1.89348, 0.07765], [-0.28442, -2.83707, 3.49925], [0.09017, -3.94303, 4.25081], [0.50901, -3.78747, 5.56478], [0.54857, -2.52172, 6.13256], [0.17047, -1.41581, 5.38484], [-0.24240, -1.57131, 4.06802], [-0.60668, -2.96178, 2.47563], [0.05322, -4.92970, 3.80672], [0.80276, -4.65162, 6.14751], [0.87326, -2.39735, 7.15745], [0.20236, -0.42862, 5.82783], [-0.52899, -0.70691, 3.48686], [-4.17247, -6.37464, 3.72484], [-2.90844, -5.95501, 4.11582], [-2.08875, -6.80903, 4.84039], [-2.52958, -8.08386, 5.16746], [-3.79211, -8.50399, 4.77326], [-4.61463, -7.64839, 4.05395], [-4.81390, -5.70694, 3.16390], [-2.56340, -4.96154, 3.85865], [-1.10657, -6.47986, 5.15311], [-1.88905, -8.75010, 5.73079], [-4.13555, -9.49827, 5.02775], [-5.60115, -7.97424, 3.75054], [3.39700, 0.77748, 2.92543], [4.65474, 1.21771, 3.31356], [5.49441, 0.37622, 4.02891], [5.07556, -0.90796, 4.35305], [3.81741, -1.34794, 3.96611], [2.97729, -0.50375, 3.25359], [2.74035, 1.43852, 2.37252], [4.97603, 2.22005, 3.06234], [6.47334, 0.72078, 4.33634], [5.73047, -1.56509, 4.91062], [3.48597, -2.34667, 4.22159], [1.99654, -0.84420, 2.95639], [4.12764, 7.09569, 0.85761], [4.75755, 7.60554, 1.98442], [5.29385, 6.74365, 2.93075], [5.20416, 5.37061, 2.74944], [4.57781, 4.86148, 1.62077], [4.03876, 5.72267, 0.67594], [3.70624, 7.76809, 0.12121], [4.82988, 8.67607, 2.12581], [5.78024, 7.14245, 3.81144], [5.62172, 4.69910, 3.48903], [4.50327, 3.79159, 1.47334], [3.54583, 5.32148, -0.20029]],
  "lumo_energy_ev": -0.4202,
  "homo_energy_ev": -9.21,
  "de_lowest_kj_mol": 0.0,
  "total_energy_ev": -167104.10735
}

***

# 2
{
  "formula": "C4H4F12LiN2O10S4",
  "method": "wB97M-V/def2-TZVPD",
  "symbols": ["Li", "C", "F", "F", "F", "S", "O", "O", "N", "S", "O", "O", "C", "F", "F", "F", "C", "F", "F", "F", "S", "O", "O", "N", "S", "O", "O", "C", "F", "F", "F", "O", "H", "H", "O", "H", "H"],
  "coordinates": [[-1.59502, -1.17071, 0.33231], [1.11495, 1.10473, -1.10303], [2.48308, 1.21305, -0.84354], [1.02672, 0.17482, -2.10639], [0.32529, 0.78472, -0.03251], [0.60284, 2.73379, -1.85880], [0.53196, 2.48814, -3.34665], [-0.61185, 3.07611, -1.19852], [1.96955, 3.72306, -1.43993], [2.75805, 3.90128, -2.76172], [3.28685, 2.70427, -3.45870], [2.25761, 4.97871, -3.60652], [4.44678, 4.75093, -1.99908], [4.24735, 6.03401, -1.77649], [4.65648, 4.08938, -0.83105], [5.49442, 4.59116, -2.87025], [-4.12807, -2.10808, 1.88724], [-4.10162, -2.05983, 0.55675], [-4.00067, -0.91554, 2.46768], [-5.28104, -2.65213, 2.29036], [-2.70012, -3.24433, 2.44894], [-2.94080, -3.45819, 3.90542], [-2.89490, -4.40752, 1.61493], [-1.40796, -2.32793, 1.89700], [-0.27342, -2.76551, 2.81940], [-0.03182, -1.78068, 3.87385], [-0.23482, -4.16023, 3.22491], [1.32229, -2.62581, 1.80234], [1.61459, -1.42029, 1.48628], [2.31516, -3.20211, 2.51036], [1.17811, -3.35383, 0.62728], [-1.32411, -2.19105, -1.22061], [-0.55196, -2.75375, -1.27889], [-1.87136, -2.45724, -1.95946], [-2.57888, 0.51202, -0.01684], [-2.75205, 1.10503, -0.74799], [-2.35158, 1.08954, 0.71190]],
  "total_charge": -1,
  "lumo_energy_ev": 1.4795,
  "homo_energy_ev": -6.85,
  "de_lowest_kj_mol": 304.5,
  "total_energy_ev": -103824.49918
}

***

# 3
{
  "formula": "C5H14N3",
  "method": "wB97M-V/def2-TZVPD",
  "symbols": ["C", "C", "C", "C", "C", "N", "N", "N", "H", "H", "H", "H", "H", "H", "H", "H", "H", "H", "H", "H", "H", "H"],
  "coordinates": [[-1.58849, -2.11305, 0.03915], [-1.46854, -1.72200, 1.51984], [-0.64797, -1.13877, -0.70152], [-0.86673, -0.31769, 1.46454], [1.72161, 2.61887, -1.13703], [2.87899, 2.00475, -1.20354], [0.64274, 2.07478, -0.66069], [0.06390, -0.35887, 0.32708], [-1.30196, -3.14968, -0.12761], [-2.61230, -1.98745, -0.30932], [-2.42719, -1.73962, 2.03112], [-0.79162, -2.39857, 2.04685], [0.06522, -1.65378, -1.34339], [-1.22334, -0.44374, -1.31722], [-1.64149, 0.42003, 1.24687], [-0.34560, -0.03186, 2.37592], [1.68490, 3.64111, -1.50788], [2.97774, 1.04845, -0.88868], [3.69312, 2.46355, -1.58210], [-0.20157, 2.63123, -0.64874], [0.51118, 1.04806, -0.24766], [0.87740, -0.89575, 0.62400]],
  "total_charge": 1,
  "lumo_energy_ev": -2.7993,
  "homo_energy_ev": -13.74,
  "de_lowest_kj_mol": 34.2,
  "total_energy_ev": -9876.81231
}